The following is a DFT calculation (ωB97M-V/def2-TZVPD) of C23H32F4N4O2S3V as an isolated structure.

Last column: natural (NBO) charge in e.
CARTESIAN COORDINATES (ANGSTROEM)
V1 -0.347 0.149 -0.649  1.469
S1 1.968 -2.120 4.966  0.200
S2 -0.231 -2.667 1.903  0.221
S3 2.542 -0.642 1.611  0.205
F1 -0.504 3.299 -4.081  -0.301
F2 2.110 0.470 -1.364  -0.310
F3 1.512 3.456 -5.850  -0.290
F4 4.111 0.564 -3.199  -0.293
O1 -0.381 -1.940 -1.099  -0.705
O2 0.213 -1.724 -3.259  -0.467
N1 -0.196 1.749 -1.698  -0.787
N2 -2.498 0.060 -0.922  -0.604
N3 -0.378 1.849 0.884  -0.519
N4 -2.957 -0.868 1.149  -0.794
C1 -0.079 -1.238 -2.091  0.377
C2 -5.195 0.174 -1.546  -0.104
C3 0.278 -1.629 4.517  -0.543
C4 -4.787 -0.300 -0.326  -0.281
C5 1.681 2.717 -4.752  0.364
C6 2.860 2.022 -4.569  -0.343
C7 -0.462 -2.678 3.694  -0.535
C8 -3.415 -0.378 -0.050  0.407
C9 2.378 -2.299 0.927  -0.530
C10 -1.348 2.735 0.200  -0.216
C11 1.968 1.201 -2.508  0.314
C12 -0.995 2.896 -1.289  -0.242
C13 -2.920 0.483 -2.140  0.073
C14 0.926 2.544 0.969  -0.417
C15 0.199 -3.164 -3.459  -0.273
C16 1.460 -3.270 1.657  -0.547
C17 0.769 1.891 -2.676  0.052
C18 -0.833 1.568 2.255  -0.420
C19 2.991 1.253 -3.427  0.350
C20 0.646 2.653 -3.835  0.286
C21 -4.240 0.555 -2.491  -0.286
C22 3.626 -0.868 3.048  -0.533
C23 2.977 -0.726 4.418  -0.541
H1 -5.498 -0.636 0.417  0.232
H2 -1.796 1.061 2.231  0.228
H3 -0.637 -3.392 -4.114  0.206
H4 1.136 -3.413 -3.947  0.209
H5 -0.440 3.817 -1.480  0.216
H6 -2.089 -1.392 1.111  0.406
H7 1.309 2.754 -0.025  0.222
H8 4.105 -1.844 2.952  0.232
H9 -2.334 2.285 0.313  0.212
H10 -0.276 -1.462 5.442  0.229
H11 1.403 -4.195 1.081  0.234
H12 1.640 1.916 1.493  0.225
H13 -2.130 0.780 -2.816  0.235
H14 -6.250 0.231 -1.779  0.237
H15 3.654 2.075 -5.299  0.263
H16 0.098 -3.682 -2.511  0.210
H17 -1.379 3.709 0.701  0.208
H18 0.317 -0.685 3.977  0.221
H19 2.393 0.193 4.485  0.220
H20 -3.654 -1.322 1.718  0.400
H21 0.803 3.485 1.515  0.198
H22 -0.096 0.922 2.730  0.215
H23 -1.539 -2.531 3.810  0.229
H24 2.024 -2.141 -0.093  0.222
H25 -4.518 0.908 -3.473  0.244
H26 4.416 -0.121 2.951  0.235
H27 3.371 -2.744 0.838  0.238
H28 3.769 -0.636 5.164  0.242
H29 1.860 -3.511 2.640  0.251
H30 -0.920 2.494 2.832  0.198
H31 -0.260 -3.682 4.072  0.233
H32 -1.930 2.982 -1.852  0.211

Computed properties:
HOMO (spin up / spin down)	-10.71 / -10.93	eV
frontier orbital gap (spin up / spin down)	7.59 / 8.43	eV
multiplicity	3
charge	+1
<S²>	2.03
relative energy (zero: lowest compared OMol25 entry of this formula, charge and spin)	0.706	eV

The following is a DFT calculation (ωB97M-V/def2-TZVPD) of a 2-piece molecular cluster, C42H36F6N2O4 overall.

Last column: Mulliken charge in e.
CARTESIAN COORDINATES (ANGSTROEM)
F1 -0.840 -4.931 -3.373  -0.250
F2 -5.561 4.300 1.255  -0.289
F3 -3.465 4.032 0.608  -0.246
F4 -0.248 -6.906 -4.174  -0.275
F5 -1.758 -6.758 -2.568  -0.259
F6 -3.900 4.989 2.539  -0.266
O1 1.556 0.530 -4.266  -0.475
O2 3.158 -0.801 -3.432  -0.819
O3 2.698 2.533 -4.692  -0.401
O4 4.676 2.644 -3.698  -0.740
N1 -0.031 -5.514 -0.808  0.335
N2 -2.801 2.521 2.789  0.288
C1 -0.087 -2.000 0.319  -1.004
C2 2.944 1.418 -2.527  0.595
C3 0.408 1.539 1.268  -0.654
C4 -4.316 3.986 1.689  1.025
C5 3.252 3.914 1.481  -0.508
C6 1.202 -3.568 -1.580  -1.328
C7 3.828 2.648 -0.517  0.222
C8 1.402 1.915 -4.696  1.741
C9 -1.885 2.017 1.892  2.009
C10 2.574 0.273 -3.380  0.621
C11 -2.177 3.903 6.717  -0.449
C12 0.772 -1.355 -0.635  0.803
C13 -3.342 2.471 5.152  -0.481
C14 -3.178 2.963 6.441  -0.765
C15 -1.352 4.358 5.683  -0.851
C16 3.511 2.691 0.846  -0.430
C17 0.258 -4.174 -0.713  2.120
C18 -1.408 0.837 -0.175  -1.021
C19 0.893 0.059 -0.691  1.573
C20 -0.210 -7.493 0.576  -0.430
C21 -2.507 2.915 4.108  0.237
C22 3.512 2.296 -3.606  0.082
C23 -2.023 -5.876 0.575  -0.212
C24 -1.516 3.874 4.386  -0.242
C25 1.477 -2.229 -1.505  -1.058
C26 -1.012 -8.397 1.264  -0.760
C27 -0.501 2.044 2.175  -1.164
C28 0.464 -6.293 -1.955  -1.289
C29 3.493 5.120 0.810  -0.512
C30 4.133 3.856 -1.146  -0.468
C31 3.792 1.329 -1.306  -1.126
C32 3.981 5.081 -0.497  -0.697
C33 0.451 2.708 -3.820  -1.348
C34 -4.201 2.664 2.382  -1.224
C35 -2.319 -8.041 1.624  -0.438
C36 -2.805 -6.771 1.305  -0.822
C37 -2.319 1.400 0.689  -0.594
C38 0.935 1.836 -6.155  -1.782
C39 -0.573 -6.237 -3.036  1.008
C40 -0.733 -6.252 0.161  0.124
C41 -0.332 -3.354 0.281  -0.940
C42 -0.012 0.859 0.104  -1.291
H1 -0.566 2.314 -3.929  0.352
H2 -4.517 1.864 1.711  0.304
H3 1.572 1.128 -6.694  0.420
H4 3.440 1.753 1.404  0.735
H5 1.558 0.557 -1.372  -0.633
H6 0.994 2.812 -6.646  0.380
H7 0.567 -7.338 -1.660  0.513
H8 -2.420 -4.902 0.290  0.613
H9 4.243 5.991 -1.040  0.410
H10 1.405 -5.912 -2.350  0.387
H11 -0.893 4.248 3.570  0.683
H12 2.871 3.923 2.506  0.413
H13 2.248 -1.835 -2.160  0.808
H14 1.475 1.599 1.479  0.198
H15 3.411 0.551 -0.645  0.511
H16 -4.835 2.693 3.267  0.504
H17 -3.808 -6.469 1.605  0.364
H18 -0.580 5.102 5.877  0.366
H19 1.750 -4.168 -2.304  0.267
H20 -4.118 1.735 4.929  0.477
H21 -2.044 4.285 7.731  0.379
H22 4.504 3.861 -2.165  0.654
H23 -0.145 2.441 3.122  0.736
H24 0.748 2.653 -2.767  0.129
H25 -1.762 0.333 -1.076  0.556
H26 -3.379 1.301 0.468  0.157
H27 -0.998 -3.781 1.025  0.787
H28 3.311 6.079 1.298  0.362
H29 0.458 3.761 -4.132  0.359
H30 4.808 1.044 -1.638  0.476
H31 -0.101 1.477 -6.179  0.330
H32 -0.572 -1.407 1.095  0.427
H33 -0.613 -9.379 1.509  0.398
H34 -2.951 -8.759 2.149  0.381
H35 -3.841 2.614 7.233  0.385
H36 0.823 -7.741 0.319  0.540

Computed properties:
HOMO	-6.44	eV
frontier orbital gap	4.18	eV

The following is a DFT calculation (ωB97M-V/def2-TZVPD) of one molecule with the formula C5H5F2N.

Last column: natural (NBO) charge in e.
CARTESIAN COORDINATES (ANGSTROEM)
F1 0.433 1.453 -1.492  -0.336
F2 -1.539 1.490 -0.528  -0.321
N1 -2.384 -1.559 0.495  -0.295
C1 -0.308 0.909 -0.491  0.725
C2 -1.435 -1.287 -0.077  0.270
C3 -0.286 -0.642 -0.682  -0.396
C4 0.504 0.852 0.793  -0.476
C5 0.943 -0.584 0.312  -0.367
H1 0.028 -1.075 -1.627  0.263
H2 0.997 -1.398 1.047  0.230
H3 1.872 -0.589 -0.327  0.224
H4 1.303 1.606 0.897  0.237
H5 -0.127 0.824 1.680  0.241

Computed properties:
HOMO	-11.61	eV
frontier orbital gap	12.41	eV
relative energy (zero: lowest compared OMol25 entry of this formula, charge and spin)	0.961	eV

The following is a DFT calculation (ωB97M-V/def2-TZVPD) of one molecule with the formula C6H13N.

Last column: natural (NBO) charge in e.
CARTESIAN COORDINATES (ANGSTROEM)
N1 0.026 -0.347 -2.125  -0.638
C1 1.088 -0.115 3.294  -0.399
C2 0.262 -0.147 2.258  -0.164
C3 0.100 0.941 -1.460  -0.209
C4 -1.201 -1.095 -2.008  -0.414
C5 -0.269 0.845 0.005  -0.400
C6 0.682 -0.016 0.831  -0.453
H1 -1.289 -1.554 -1.024  0.185
H2 -2.112 -0.500 -2.167  0.161
H3 0.777 -0.980 0.313  0.226
H4 -0.549 1.692 -1.923  0.162
H5 0.743 -0.234 4.311  0.197
H6 0.350 -0.307 -3.077  0.363
H7 -0.795 -0.296 2.467  0.190
H8 1.128 1.295 -1.539  0.194
H9 -1.284 0.460 0.139  0.197
H10 -0.314 1.846 0.435  0.209
H11 2.159 0.024 3.166  0.186
H12 -1.203 -1.900 -2.737  0.204
H13 1.702 0.387 0.840  0.203

Computed properties:
HOMO	-8.56	eV
frontier orbital gap	9.69	eV
relative energy (zero: lowest compared OMol25 entry of this formula, charge and spin)	0.849	eV

The following is a DFT calculation (ωB97M-V/def2-TZVPD) of one molecule with the formula C4H7NO2.

Last column: natural (NBO) charge in e.
CARTESIAN COORDINATES (ANGSTROEM)
O1 1.481 0.327 -1.348  -0.696
O2 -1.607 -0.150 -1.071  -0.722
N1 0.953 0.181 1.084  -0.367
C1 -0.183 1.057 0.675  -0.280
C2 0.278 -0.991 0.354  -0.162
C3 -0.987 -0.161 0.195  0.069
C4 1.505 -0.354 -0.146  0.200
H1 -0.587 1.600 1.530  0.204
H2 2.449 -0.863 0.047  0.189
H3 -2.462 0.292 -0.974  0.477
H4 0.276 -2.019 0.701  0.208
H5 0.699 -0.056 -1.763  0.490
H6 -1.692 -0.477 0.976  0.176
H7 0.085 1.749 -0.128  0.214

Computed properties:
HOMO	-9.44	eV
frontier orbital gap	10.05	eV
relative energy (zero: lowest compared OMol25 entry of this formula, charge and spin)	3.183	eV

The following is a DFT calculation (ωB97M-V/def2-TZVPD) of C5H10O as an isolated structure.

Last column: natural (NBO) charge in e.
CARTESIAN COORDINATES (ANGSTROEM)
O1 -0.331 1.735 -0.037  -0.676
C1 -0.364 0.676 -0.665  0.292
C2 0.967 -0.621 0.121  -0.334
C3 -1.063 -0.478 -0.200  -0.129
C4 2.176 0.316 -0.195  -0.626
C5 -2.226 -0.132 0.720  -0.660
H1 1.082 -1.535 -0.454  0.201
H2 2.068 1.316 0.234  0.244
H3 0.079 0.520 -1.662  0.128
H4 -1.183 -1.370 -0.820  0.214
H5 0.923 -0.781 1.193  0.216
H6 -2.728 0.738 0.258  0.242
H7 -1.880 0.240 1.682  0.242
H8 2.377 0.434 -1.269  0.209
H9 3.082 -0.140 0.239  0.220
H10 -2.981 -0.918 0.856  0.217

Computed properties:
HOMO	-8.84	eV
frontier orbital gap	9.72	eV
relative energy (zero: lowest compared OMol25 entry of this formula, charge and spin)	3.174	eV